No. 1
{
  "formula": "C4H5I2NO",
  "method": "ωB97M-V/def2-TZVPD",
  "gap_ev": 9.1,
  "lumo_energy_ev": -0.187,
  "relative_energy_kj_mol": 255.03,
  "e_homo_ev": -9.304,
  "species": ["C", "C", "C", "C", "N", "O", "I", "I", "H", "H", "H", "H", "H"],
  "positions_angstrom": [[-2.41258, 0.64663, 0.60447], [-1.34551, 0.79918, -0.13147], [1.78727, -1.07104, -1.14055], [0.29201, -0.32609, 0.52644], [1.43982, -0.12352, -0.27225], [1.32096, -2.13131, -1.32432], [3.63786, -0.63531, -2.21298], [0.55960, 0.79842, 2.40220], [-3.20940, 1.27652, 0.49496], [-2.61696, -0.22032, 1.22678], [-1.20265, 1.50332, -0.94533], [-0.07581, -1.35048, 0.80637], [1.82541, 0.83401, -0.03431]],
  "nbo_charge": [-0.445, -0.134, 0.628, -0.142, -0.728, -0.542, -0.032, 0.083, 0.204, 0.208, 0.203, 0.245, 0.452]
}

***

No. 2
{
  "formula": "C29H53BN4O9S2",
  "method": "ωB97M-V/def2-TZVPD",
  "smiles": "NCCCCC[C@@H]1CNC(=O)[C@]1(CCCSC(=S)n1ccnc1)CB(O)O.CCOC(C)=O.CCOC(C)=O.CCOC(C)=O",
  "gap_ev": 8.2,
  "lumo_energy_ev": -0.244,
  "e_homo_ev": -8.402,
  "species": ["N", "C", "C", "C", "C", "C", "C", "C", "N", "C", "O", "C", "C", "C", "C", "S", "C", "S", "N", "C", "C", "N", "C", "C", "B", "O", "O", "H", "H", "H", "H", "H", "H", "H", "H", "H", "H", "H", "H", "H", "H", "H", "H", "H", "H", "H", "H", "H", "H", "H", "H", "H", "H", "H", "H", "H", "C", "C", "O", "C", "C", "O", "H", "H", "H", "H", "H", "H", "H", "H", "C", "C", "O", "C", "C", "O", "H", "H", "H", "H", "H", "H", "H", "H", "C", "C", "O", "C", "C", "O", "H", "H", "H", "H", "H", "H", "H", "H"],
  "positions_angstrom": [[0.17846, 0.68759, -3.21880], [-0.72396, 1.02997, -2.10773], [0.07488, 1.67913, -0.98855], [-0.71657, 1.93603, 0.29448], [-1.50876, 0.73389, 0.83756], [-1.63016, 0.66139, 2.36953], [-0.54240, -0.08451, 3.14856], [0.88924, 0.38623, 2.85306], [1.36082, -0.45207, 1.76093], [0.59236, -1.60811, 1.69328], [0.71607, -2.45594, 0.83097], [-0.38997, -1.61210, 2.87656], [0.29577, -2.27533, 4.11825], [1.79834, -2.59499, 4.03927], [2.12587, -4.07269, 3.76057], [1.03690, -4.84141, 2.50983], [0.57575, -6.33351, 3.30766], [-0.97571, -6.81251, 3.32250], [1.59098, -7.10141, 3.88403], [2.93519, -7.17697, 3.53521], [3.49417, -8.05061, 4.38299], [2.54931, -8.54900, 5.27181], [1.44437, -7.98036, 4.93818], [-1.73222, -2.34166, 2.60845], [-2.51651, -2.25578, 1.21525], [-2.07429, -2.96891, 0.11263], [-3.70555, -1.59725, 1.11077], [-0.32939, 0.17832, -3.93308], [0.88145, 0.03993, -2.87574], [-1.44994, 1.75195, -2.49161], [-1.28085, 0.15818, -1.74338], [0.97954, 1.09044, -0.79363], [0.42194, 2.64551, -1.35937], [-0.04884, 2.34502, 1.05300], [-1.42749, 2.73842, 0.06915], [-1.08374, -0.19361, 0.43709], [-2.52095, 0.77298, 0.43109], [-1.65125, 1.68514, 2.76133], [-2.59790, 0.23224, 2.62507], [-0.72759, 0.13347, 4.20530], [1.50662, 0.17851, 3.73699], [1.00154, 1.45232, 2.66720], [1.52223, -0.02626, 0.86026], [-0.21184, -3.21770, 4.33404], [0.10579, -1.62395, 4.97448], [2.32025, -1.94782, 3.33328], [2.24626, -2.39829, 5.01790], [1.99519, -4.63668, 4.68307], [3.16961, -4.17250, 3.46974], [3.34084, -6.62846, 2.70512], [4.52394, -8.36564, 4.40652], [0.47997, -8.12400, 5.39875], [-1.54004, -3.40927, 2.76463], [-2.40095, -2.02305, 3.41954], [-1.62390, -2.44267, -0.55175], [-4.02081, -1.27617, 1.96819], [-8.92074, -2.32059, 3.79825], [-7.51425, -2.87714, 3.82099], [-6.57215, -1.98988, 3.20052], [-5.99256, -0.97199, 3.84564], [-6.45136, -0.57991, 5.22716], [-5.12904, -0.35570, 3.26938], [-9.00218, -1.40144, 4.37893], [-9.61532, -3.04998, 4.21514], [-9.21965, -2.10188, 2.77367], [-7.18677, -3.13337, 4.82887], [-7.45111, -3.78324, 3.22222], [-7.18451, 0.22019, 5.12397], [-5.59339, -0.18780, 5.76597], [-6.89596, -1.38857, 5.79934], [2.64954, 6.28029, -4.48770], [3.52122, 6.33800, -3.25329], [2.84635, 5.87011, -2.07884], [2.75746, 4.56039, -1.76643], [3.16986, 3.51483, -2.77372], [2.29457, 4.26629, -0.69635], [2.37955, 5.25634, -4.74105], [3.17585, 6.70254, -5.34404], [1.73321, 6.84849, -4.32312], [4.45804, 5.79620, -3.39402], [3.78049, 7.36763, -3.01060], [2.28506, 3.18557, -3.32040], [3.56509, 2.66355, -2.22521], [3.91151, 3.84553, -3.49471], [3.38926, 5.47090, -10.13387], [4.30043, 5.47926, -8.92527], [3.64821, 4.98660, -7.74856], [3.56150, 3.66990, -7.45800], [3.99006, 2.64324, -8.47970], [3.09229, 3.35417, -6.39971], [3.08695, 4.45914, -10.40413], [3.89901, 5.91456, -10.98939], [2.48908, 6.04910, -9.92744], [5.22654, 4.93276, -9.10582], [4.57708, 6.50001, -8.66659], [3.10590, 2.33615, -9.03824], [4.36905, 1.77866, -7.94202], [4.74382, 2.98567, -9.18222]],
  "lowdin_charge": [-0.008, -0.286, -0.209, -0.185, -0.179, -0.127, -0.225, -0.129, 0.099, -0.450, 0.052, -0.303, -0.129, -0.226, -0.412, 0.966, -1.092, 0.701, -0.144, -0.093, -0.135, 0.074, -0.190, 0.004, -0.674, 0.143, 0.167, 0.061, 0.062, 0.118, 0.098, 0.098, 0.094, 0.095, 0.118, 0.090, 0.119, 0.125, 0.089, 0.140, 0.114, 0.120, 0.120, 0.100, 0.115, 0.097, 0.115, 0.085, 0.075, 0.111, 0.099, 0.107, 0.089, 0.119, 0.090, 0.043, -0.061, -0.223, 0.019, -0.502, 0.023, 0.093, 0.069, 0.083, 0.086, 0.113, 0.127, 0.100, 0.094, 0.072, -0.062, -0.235, -0.002, -0.524, 0.014, 0.087, 0.055, 0.076, 0.084, 0.113, 0.120, 0.092, 0.091, 0.065, -0.063, -0.236, -0.010, -0.517, 0.016, 0.103, 0.069, 0.082, 0.084, 0.111, 0.123, 0.098, 0.092, 0.069]
}

***

No. 3
{
  "formula": "C4H8O2",
  "method": "ωB97M-V/def2-TZVPD",
  "smiles": "OCC1C=C1.O",
  "gap_ev": 10.5,
  "lumo_energy_ev": 0.878,
  "relative_energy_kj_mol": 345.80,
  "e_homo_ev": -9.615,
  "species": ["O", "C", "C", "C", "C", "H", "H", "H", "H", "H", "H", "O", "H", "H"],
  "positions_angstrom": [[-1.33229, -0.30162, -0.95239], [-0.84069, -1.15423, 0.07289], [0.62047, -0.85859, 0.41049], [1.48937, -0.08172, -0.54484], [1.17736, 0.51385, 0.56476], [-0.56369, -0.11782, -1.51747], [-0.93308, -2.19909, -0.25336], [-1.49258, -1.02137, 0.94469], [1.06347, -1.64443, 1.02976], [2.13482, -0.10185, -1.40956], [1.34007, 1.31352, 1.26596], [-0.96203, 1.96847, 0.51732], [-1.27442, 1.21367, -0.02050], [-0.42678, 2.47121, -0.10776]],
  "nbo_charge": [-0.723, -0.083, -0.273, -0.287, -0.108, 0.472, 0.168, 0.185, 0.185, 0.230, 0.240, -0.955, 0.489, 0.460]
}

***

No. 4
{
  "formula": "C22H37ClP2Pd",
  "method": "ωB97M-V/def2-TZVPD",
  "gap_ev": [5.9, 5.5],
  "multiplicity": 5,
  "lumo_energy_ev": [-7.104, -8.676],
  "relative_energy_kj_mol": 402.14,
  "total_charge": 2,
  "e_homo_ev": [-12.989, -14.187],
  "species": ["P", "P", "C", "C", "H", "H", "H", "H", "C", "H", "H", "H", "C", "H", "H", "H", "C", "H", "H", "H", "C", "H", "H", "H", "Pd", "C", "C", "C", "C", "C", "C", "C", "C", "C", "H", "H", "H", "H", "H", "H", "H", "H", "H", "H", "H", "H", "H", "H", "H", "Cl", "C", "C", "C", "C", "C", "C", "C", "H", "H", "H", "H", "H", "H"],
  "positions_angstrom": [[2.93038, -0.30221, -0.78292], [-0.55811, -1.82952, -0.98080], [2.35052, -1.75935, -1.70725], [0.88354, -1.76395, -2.18736], [2.58290, -2.66724, -1.12986], [2.98221, -1.85008, -2.60834], [0.68069, -0.94245, -2.88744], [0.70367, -2.70383, -2.74021], [-0.26128, -3.53793, -0.39208], [-1.18021, -3.96552, 0.01888], [0.53676, -3.63812, 0.35572], [0.03366, -4.12767, -1.26679], [-1.92068, -2.10463, -2.27004], [-1.48205, -3.05857, -2.58608], [-1.92733, -1.31846, -3.04101], [-2.95877, -2.27137, -1.97191], [4.64551, -0.46607, -0.01339], [4.94190, 0.55188, 0.27493], [5.36644, -0.87892, -0.72482], [4.66769, -1.09154, 0.89311], [3.95684, 0.37232, -2.34456], [3.30665, 0.45938, -3.23196], [4.79572, -0.30177, -2.58629], [4.38140, 1.36491, -2.11455], [-2.30340, -0.69033, -0.61211], [1.03230, -0.76831, 0.81971], [2.42954, -0.84356, 1.00985], [2.65512, 0.07466, 2.22895], [2.56819, 1.62885, 1.95315], [2.88793, 1.97429, 0.59442], [2.24789, 1.42043, -0.58656], [0.76863, 1.22412, -0.72175], [0.31678, 0.50249, 0.52936], [-2.47787, 1.32563, -0.89376], [0.47086, -1.37827, 1.52617], [2.84301, -1.87721, 1.15214], [3.60313, -0.15747, 2.72294], [1.84130, -0.15059, 2.93597], [1.56904, 1.98068, 2.28047], [3.28148, 2.10223, 2.64868], [3.54096, 2.81926, 0.42387], [2.57943, 2.01159, -1.44541], [0.58445, 0.62607, -1.63259], [0.24082, 2.17490, -0.87165], [0.32947, 1.17857, 1.39968], [-0.77815, 0.32896, 0.37055], [-3.52693, 1.56633, -1.09980], [-1.85722, 1.47487, -1.78576], [-2.12467, 1.83861, 0.03374], [-5.21141, -0.28774, -0.67379], [-5.07149, 0.75292, 0.72427], [-5.73455, 1.98512, 0.73084], [-5.29366, 2.96427, 1.64460], [-4.39601, 2.62813, 2.66111], [-3.83012, 1.36075, 2.69543], [-4.05482, 0.43612, 1.64912], [-3.15199, -0.68532, 1.47441], [-6.57674, 2.21321, 0.05536], [-5.67150, 3.99031, 1.61090], [-4.12102, 3.34807, 3.43609], [-3.11443, 1.09635, 3.47180], [-2.36865, -0.68494, 2.24886], [-3.58374, -1.67336, 1.31572]],
  "nbo_charge": [1.462, 1.106, -0.747, -0.714, 0.264, 0.286, 0.242, 0.252, -0.977, 0.267, 0.257, 0.242, -0.999, 0.288, 0.276, 0.282, -0.843, 0.269, 0.257, 0.231, -0.839, 0.232, 0.232, 0.234, 0.536, -0.115, -0.455, -0.400, -0.493, -0.080, -0.528, -0.416, -0.510, -0.775, 0.235, 0.263, 0.251, 0.227, 0.230, 0.260, 0.226, 0.268, 0.204, 0.257, 0.241, 0.238, 0.224, 0.200, 0.203, 0.040, 0.012, -0.228, -0.116, -0.207, -0.146, -0.100, -0.544, 0.263, 0.248, 0.247, 0.226, 0.213, 0.243]
}

***

No. 5
{
  "formula": "C5H10Si",
  "method": "ωB97M-V/def2-TZVPD",
  "smiles": "C=[Si](C)C.C#C",
  "gap_ev": 8.8,
  "lumo_energy_ev": 0.627,
  "relative_energy_kj_mol": 336.50,
  "e_homo_ev": -8.216,
  "species": ["C", "Si", "C", "C", "H", "H", "H", "H", "H", "H", "H", "H", "C", "C", "H", "H"],
  "positions_angstrom": [[-0.58205, -0.91738, -1.87862], [-1.25739, -0.23783, -0.44971], [-2.47887, -1.13755, 0.73762], [-0.75246, 1.36176, 0.59637], [0.21681, -0.33831, -2.36603], [-1.24175, -1.64463, -2.29508], [-3.45127, -1.09248, 0.30163], [-2.30242, -2.29660, 0.82278], [-2.51626, -0.67671, 1.71955], [-1.33190, 2.26058, 0.25887], [-1.09125, 1.14147, 1.69650], [0.27460, 1.64872, 0.66601], [4.46182, 0.25794, 0.51535], [3.82797, 0.40189, -0.48172], [4.82947, 0.40072, 1.49796], [3.39494, 0.86842, -1.34148]],
  "nbo_charge": [-1.202, 1.482, -1.117, -1.096, 0.242, 0.236, 0.240, 0.255, 0.240, 0.243, 0.233, 0.243, -0.236, -0.233, 0.233, 0.236]
}

***

No. 6
{
  "formula": "C2H10N2",
  "method": "ωB97M-V/def2-TZVPD",
  "gap_ev": [3.0, 9.4],
  "multiplicity": 2,
  "lumo_energy_ev": [4.490, 4.411],
  "relative_energy_kj_mol": 52.11,
  "total_charge": -1,
  "e_homo_ev": [1.448, -5.035],
  "species": ["N", "H", "H", "H", "C", "N", "C", "H", "H", "H", "H", "H", "H", "H"],
  "positions_angstrom": [[-1.80824, 2.61823, -0.33178], [-1.22632, 3.12810, 0.32259], [-2.78773, 2.59684, -0.08359], [-1.45480, 1.68176, -0.47762], [-0.06082, -1.79441, -0.38631], [0.20531, -0.57879, 0.36882], [1.62855, -0.29078, 0.32809], [0.38251, -1.71361, -1.38482], [0.35351, -2.71492, 0.04557], [-1.13331, -1.92052, -0.58872], [-0.13092, -0.70553, 1.31468], [2.24380, -1.00771, 0.87796], [1.85001, 0.74633, 0.67710], [1.93845, -0.04498, -0.68199]],
  "nbo_charge": [-1.177, 0.346, 0.336, 0.381, -0.685, -0.707, -0.847, 0.180, 0.149, 0.172, 0.337, 0.155, 0.171, 0.189]
}